(1)
This record from the OMol25 dataset describes a cluster of 2 separate species, C4H11N2O in total. The level of theory is ωB97M-V/def2-TZVPD.

Structure (XYZ):
```
18
Properties=species:S:1:pos:R:3:nbo_charge:R:1
O 1.33 0.30 -0.05 -0.5378
C 0.68 -0.32 -0.88 0.2681
C -0.68 0.02 -1.22 -0.0696
C -1.38 1.03 -0.38 -0.4925
C -1.76 0.48 1.01 -0.1999
N -2.81 -0.50 0.96 -0.8899
N 4.11 -0.82 0.21 -1.0979
H 1.12 -1.19 -1.38 0.1321
H -1.25 -0.58 -1.91 0.1949
H -2.31 1.32 -0.88 0.2143
H -0.78 1.94 -0.31 0.2346
H -2.02 1.30 1.67 0.1993
H -0.88 -0.03 1.41 0.1966
H 5.03 -0.46 -0.01 0.3526
H -2.63 -1.48 0.90 0.3782
H -3.73 -0.25 1.26 0.3760
H 3.41 -0.09 0.16 0.3867
H 4.12 -1.21 1.14 0.3542
```

## Properties
lowest unoccupied orbital energy (spin up / spin down): 1.052 / -1.333 eV
2S+1: 2
energy above the lowest of the compared OMol25 structures with the same formula, charge and spin: 6.3 kcal per mole


(2)
This record from the OMol25 dataset describes a cluster of 11 separate species, C6H31NO11 in total. The level of theory is ωB97M-V/def2-TZVPD.

Structure (XYZ):
```
49
Properties=species:S:1:pos:R:3:nbo_charge:R:1
C 1.90 -2.74 -0.39 -0.0429
N 1.35 -1.73 0.12 -0.4225
C 0.04 -1.90 0.57 -0.0371
C -0.88 -0.90 0.94 -0.2325
C -2.26 -1.35 1.24 -0.4731
C -3.21 -0.58 0.30 -0.4535
C -3.00 -0.91 -1.22 -0.0558
O -3.82 -0.22 -2.00 -0.7185
H 1.40 -3.70 -0.52 0.1371
H 2.93 -2.87 -0.73 0.1879
H -0.40 -3.04 0.50 0.1740
H -0.68 0.25 1.22 0.2158
H -2.45 -2.41 0.95 0.2263
H -2.43 -1.31 2.38 0.2151
H -3.28 0.50 0.69 0.1979
H -4.32 -0.93 0.52 0.2303
H -3.33 -1.97 -1.58 0.1994
H -1.92 -0.56 -1.64 0.1477
H -3.78 0.73 -1.57 0.4829
O 3.61 3.25 -2.12 -0.9754
H 3.68 2.74 -2.92 0.4553
H 2.61 3.35 -1.96 0.4937
O -2.82 2.69 -1.10 -0.9661
H -2.35 2.68 -0.25 0.4716
H -3.41 3.43 -0.98 0.4763
O 5.17 -0.21 -1.35 -0.9603
H 5.27 -0.33 -0.44 0.4728
H 4.95 0.70 -1.57 0.4874
O 2.04 -1.19 -3.31 -0.9757
H 2.97 -1.35 -3.73 0.5083
H 1.67 -1.85 -2.81 0.4786
O 1.06 3.81 -1.01 -0.9313
H 1.37 3.39 -0.33 0.4582
H 0.62 3.13 -1.55 0.4958
O 1.08 -0.86 3.69 -1.0372
H 1.06 -1.84 3.48 0.5285
H 1.36 -0.44 4.57 0.5059
O -1.69 2.04 1.24 -0.9107
H -0.82 2.22 0.86 0.4729
H -2.02 1.39 0.65 0.4713
O 0.69 1.11 -2.09 -0.9918
H 1.34 0.54 -2.56 0.5162
H 0.26 0.61 -1.40 0.4716
O -0.66 -2.98 3.37 -0.9656
H -1.37 -3.10 4.02 0.4787
H -0.88 -2.14 2.88 0.4920
O 1.18 2.02 2.30 -0.9346
H 1.68 1.32 2.75 0.4882
H 0.49 1.52 1.89 0.4467
```

## Properties
SMILES string: C=N/C=C/CCCO.O.O.O.O.O.O.O.O.O.O
lowest unoccupied orbital energy: -0.261 eV
2S+1: 1
energy above the lowest of the compared OMol25 structures with the same formula, charge and spin: 154.1 kcal per mole


(3)
This record from the OMol25 dataset describes a structure of composition C19H35Br2ClINNbO3S. The level of theory is ωB97M-V/def2-TZVPD.

Structure (XYZ):
```
64
Properties=species:S:1:pos:R:3:nbo_charge:R:1
C -3.04 -2.17 -2.52 -0.6453
C -2.30 -1.20 -1.57 -0.2520
I -3.31 -1.30 0.36 0.0166
C -2.24 0.26 -2.12 -1.0251
Nb -0.36 1.24 -1.27 1.9561
C -1.52 2.87 -0.12 -0.8955
C -1.11 2.76 1.40 -0.4168
C -1.16 4.12 2.18 -0.4204
C 0.12 4.24 3.08 -0.6383
S 1.50 5.12 2.30 2.0855
O 1.52 6.49 2.71 -0.9212
O 2.69 4.40 2.63 -0.9262
Cl 1.24 4.95 0.28 -0.1781
C 1.07 -0.28 -2.20 -0.9295
C 2.25 -0.77 -1.31 -0.4006
C 1.87 -1.12 0.13 -0.2377
N 2.89 -1.93 0.82 -0.6246
C 2.31 -2.82 1.82 -0.2294
C 1.61 -2.11 2.97 -0.0876
C 1.68 -0.76 3.23 -0.1899
C 0.99 -0.16 4.27 -0.2137
C 0.20 -0.94 5.10 -0.2119
C 0.15 -2.30 4.86 -0.2878
C 0.83 -2.88 3.83 0.3392
O 0.75 -4.26 3.63 -0.7160
H -4.00 -1.71 -2.79 0.2086
H -2.42 -2.40 -3.40 0.2033
H -3.25 -3.10 -1.97 0.2065
H -1.31 -1.61 -1.39 0.1988
H -3.11 0.77 -1.70 0.2359
H -2.22 0.26 -3.23 0.2357
H -0.62 0.22 0.25 -0.4145
H 1.15 1.97 -0.48 -0.4053
H -0.21 2.43 -2.66 -0.4382
H -2.60 2.64 -0.14 0.2122
H -1.31 3.87 -0.50 0.2095
H -1.70 1.98 1.91 0.2151
H -0.08 2.39 1.41 0.2086
H -1.99 4.04 2.90 0.2073
H -1.28 4.99 1.53 0.2198
H -0.10 4.76 4.02 0.2461
H 0.48 3.24 3.32 0.2529
H 1.52 0.26 -3.06 0.2302
H 0.51 -1.13 -2.63 0.1916
H 2.96 0.07 -1.26 0.2081
H 2.80 -1.59 -1.81 0.1628
H 1.79 -0.17 0.67 0.2188
H 0.90 -1.66 0.16 0.1701
H 3.28 -2.55 0.11 0.3460
H 3.07 -3.50 2.23 0.1963
H 1.54 -3.46 1.34 0.1834
H 2.30 -0.10 2.62 0.2317
H 1.04 0.91 4.45 0.2067
H -0.35 -0.46 5.90 0.2062
H -0.46 -2.90 5.55 0.2094
H 1.40 -4.65 4.23 0.4725
Br -2.33 -3.54 -6.21 -0.0178
C -0.83 -2.45 -6.80 -0.4419
C -0.45 -1.42 -5.77 -0.4560
Br -1.69 0.08 -5.76 0.0082
H -1.11 -2.02 -7.75 0.2275
H -0.02 -3.16 -6.95 0.2232
H 0.52 -0.98 -6.02 0.2330
H -0.42 -1.81 -4.76 0.2379
```

## Properties
lowest unoccupied orbital energy: 2.236 eV
2S+1: 1
total charge: -1
energy above the lowest of the compared OMol25 structures with the same formula, charge and spin: 0.0 kcal per mole